# 1
Entry from the OMol25 dataset: a structure of composition C21H30AuClGeNO2Se in a non-equilibrium geometry (wB97M-V/def2-TZVPD).

XYZ file:
```
58
Properties=species:S:1:pos:R:3
Au 0.0245 -0.1379 -0.0448
Cl 5.7564 2.9045 3.4714
C 4.4489 1.9738 2.8250
C 4.6022 0.6041 2.6325
C 3.5630 -0.1438 2.1149
C 2.3309 0.4383 1.8097
O 1.3226 -0.3700 1.4613
C 2.1972 1.8332 1.9762
C 1.0016 2.5833 1.6111
O 0.0371 2.1562 0.9946
C 3.2628 2.5809 2.4909
H 5.5411 0.1327 2.8922
H 3.6685 -1.2120 1.9710
H 1.0202 3.6498 1.8907
H 3.1489 3.6515 2.6153
C -2.0740 1.6271 -0.8824
N -1.6825 0.2343 -1.2198
C -2.7518 -0.7035 -0.8329
C -1.3775 0.1265 -2.6886
C 0.0768 -0.0263 -2.9245
C 0.6411 -0.0547 -4.1978
C 2.0064 -0.2232 -4.3511
C 2.8300 -0.3511 -3.2350
C 2.2805 -0.3227 -1.9612
C 0.9116 -0.1746 -1.8390
H -2.9741 1.8912 -1.4416
H -1.2647 2.3062 -1.1311
H -2.2709 1.7035 0.1831
H -3.6557 -0.4843 -1.4069
H -2.9652 -0.5719 0.2207
H -2.4360 -1.7269 -1.0188
H -1.7507 1.0189 -3.1935
H -1.9237 -0.7236 -3.0997
H 0.0027 0.0546 -5.0672
H 2.4348 -0.2547 -5.3438
H 3.8987 -0.4704 -3.3523
H 2.9133 -0.4134 -1.0860
C 1.6422 -3.3359 -0.0902
Ge 0.7283 -4.2832 1.3370
C -0.6953 -5.3856 0.5972
C 1.9516 -5.3515 2.4063
C 0.0122 -3.0106 2.6625
Se -1.1860 -1.5642 2.1385
C -2.7835 -2.6652 1.9495
H 2.1900 -4.0436 -0.7152
H 2.3491 -2.6124 0.3180
H 0.9301 -2.8077 -0.7240
H -0.2472 -6.1861 0.0055
H -1.3488 -4.8160 -0.0656
H -1.2939 -5.8482 1.3827
H 2.4377 -6.1171 1.8005
H 1.4112 -5.8482 3.2129
H 2.7258 -4.7206 2.8450
H 0.8543 -2.5200 3.1486
H -0.5387 -3.5659 3.4229
H -2.5385 -3.5831 1.4234
H -3.5468 -2.1199 1.4056
H -3.1559 -2.8935 2.9445
```

Orbital gap = 6.83 eV
E_HOMO = -11.12 eV
Strongest force on any atom = 1.44 eV/A
Net charge = +1
Energy relative to the best compared isomer or geometry (same formula, charge and spin) = 21.4 kJ/mol

---

# 2
Entry from the OMol25 dataset: a cluster of 2 separate species, C21H30Cl2N4O2P in total in a non-equilibrium geometry (wB97M-V/def2-TZVPD).

XYZ file:
```
60
Properties=species:S:1:pos:R:3
C 3.4630 -2.3642 1.7604
C 3.3123 -2.0886 0.3009
C 2.6050 -0.6932 -0.2903
C 0.9661 -0.7023 -0.6243
C 0.1228 -2.0913 -0.4064
C -1.4104 -1.8959 0.1425
N -1.9475 -3.3189 0.4040
N -1.5145 -1.1718 1.4781
N -2.3605 -1.3185 -0.9264
N 0.3358 0.5986 -1.1639
C 1.1481 1.8810 -1.4045
C 0.4171 3.2595 -2.0055
C -0.2553 4.1955 -0.8368
C 0.6055 5.5636 -0.4840
Cl -0.4516 3.2495 0.7862
C 2.7615 1.9816 -1.1304
C 3.6336 3.3686 -1.4391
C 4.0906 3.2437 -3.0322
O 4.8402 2.2138 -3.4653
Cl 3.5624 4.4956 -4.3460
C 3.5300 0.6395 -0.5269
P 5.4050 0.8029 -0.2039
C 6.3604 -0.8212 -0.5148
O 5.5836 1.1349 1.5279
H 4.1205 -1.6158 2.4146
H 2.9742 -3.3426 2.2062
H 3.7251 -2.8184 -0.5488
H 0.0276 -2.5985 -1.4809
H 0.6385 -2.8867 0.2799
H -1.7903 -3.8110 -0.5256
H -3.0026 -3.2033 0.4352
H -0.7805 -1.5046 2.1518
H -1.5070 -0.1334 1.3681
H -2.5023 -2.0514 -1.6847
H -3.2537 -1.1311 -0.4172
H -0.6919 0.6726 -1.4015
H -0.4247 2.9345 -2.7738
H 1.1672 3.9337 -2.6169
H -1.3451 4.5802 -1.1357
H 0.9053 6.1874 -1.4365
H 0.0139 6.3158 0.2257
H 1.6023 5.3040 0.0770
H 4.5356 3.5200 -0.7084
H 2.9393 4.3349 -1.3934
H 5.7056 -1.6253 -1.1039
H 6.5425 -1.3137 0.5574
H 7.4200 -0.6972 -0.9956
H 5.6218 2.1516 1.5518
C -6.2291 -3.3557 0.7867
C -6.3080 -1.9650 0.7207
C -6.5372 -1.2229 1.8789
C -6.6778 -1.8717 3.1060
C -6.5952 -3.2622 3.1726
C -6.3752 -4.0049 2.0129
H -6.0538 -3.9339 -0.1167
H -6.1916 -1.4590 -0.2345
H -6.6054 -0.1397 1.8261
H -6.8516 -1.2932 4.0095
H -6.7031 -3.7675 4.1292
H -6.3163 -5.0885 2.0643
```

Orbital gap = 6.36 eV
E_HOMO = -11.13 eV
Strongest force on any atom = 9.45 eV/A
Net charge = +1

---

# 3
Entry from the OMol25 dataset: the ion C21H30ClN2O2 with charge +1 (wB97M-V/def2-TZVPD).

XYZ file:
```
56
Properties=species:S:1:pos:R:3
C -1.7284 -0.9802 -2.6859
C -1.1609 -1.3029 -1.3149
N -1.3438 -0.1623 -0.3869
C -0.6003 -0.2747 0.8906
C -0.1809 1.1543 1.2686
N 0.2423 1.8234 0.0353
C 1.6340 1.6047 -0.3436
C 2.6739 2.2496 0.5850
O 2.7592 1.4691 1.7606
C 4.0368 2.4028 -0.1278
O 4.4594 1.3104 -0.8961
C 4.9839 0.1894 -0.1971
C 3.9525 -0.8972 -0.0236
C 3.5694 -1.3637 1.2258
C 2.5650 -2.3093 1.3485
C 1.9463 -2.7963 0.2085
Cl 0.6450 -3.9391 0.3568
C 2.3433 -2.3721 -1.0521
C 3.3418 -1.4220 -1.1589
C -2.7526 0.1767 -0.1831
C -3.2128 1.4104 -0.6082
C -4.5469 1.7344 -0.4146
C -5.3997 0.8339 0.1937
C -4.9423 -0.4097 0.6239
C -5.8776 -1.3731 1.2765
C -3.6043 -0.7291 0.4293
H -1.2384 -0.1081 -3.1129
H -2.7983 -0.7945 -2.6378
H -1.5612 -1.8220 -3.3510
H -0.0910 -1.5027 -1.3896
H -1.6477 -2.1833 -0.8930
H -0.8643 0.6988 -0.7839
H 0.2810 -0.8979 0.7359
H -1.2184 -0.7249 1.6652
H -1.0397 1.6924 1.6747
H 0.6072 1.1170 2.0234
H 0.0749 2.8219 0.1060
H 1.8262 0.5321 -0.3713
H 1.7733 2.0104 -1.3476
H 2.3381 3.2683 0.8493
H 3.4624 1.8150 2.3224
H 3.9630 3.2307 -0.8384
H 4.7962 2.6626 0.6269
H 5.8008 -0.1869 -0.8235
H 5.3984 0.4916 0.7709
H 4.0487 -0.9876 2.1157
H 2.2627 -2.6629 2.3213
H 1.8877 -2.7925 -1.9356
H 3.6513 -1.0696 -2.1307
H -2.5432 2.1090 -1.0869
H -4.9166 2.6927 -0.7428
H -6.4370 1.0921 0.3398
H -6.3330 -0.9200 2.1553
H -6.6824 -1.6361 0.5920
H -5.3665 -2.2830 1.5777
H -3.2363 -1.6897 0.7583
```

Orbital gap = 9.77 eV
E_HOMO = -11.74 eV
Strongest force on any atom = 0.77 eV/A
Net charge = +1
Energy relative to the best compared isomer or geometry (same formula, charge and spin) = 17.9 kJ/mol

---

# 4
Entry from the OMol25 dataset: the molecule C21H30ClN3O6S in a non-equilibrium geometry (wB97M-V/def2-TZVPD).

XYZ file:
```
62
Properties=species:S:1:pos:R:3
C -8.9563 -2.2961 -0.2967
C -7.7930 -2.1284 -1.2631
O -6.6156 -1.6709 -0.5992
C -6.5564 -0.3387 -0.3632
O -7.3896 0.4524 -0.7355
N -5.4635 0.0002 0.3642
C -4.3745 -0.8979 0.6625
C -3.1506 -0.5365 -0.1967
N -2.8035 0.8481 0.0180
C -1.6817 1.3572 0.5923
O -1.5826 2.5459 0.8226
C -0.5389 0.3885 0.8838
C 0.1796 0.0267 -0.4225
C 1.3662 -0.8912 -0.1253
N 2.2809 -0.3089 0.8319
S 3.4019 0.7509 0.1629
O 3.7938 1.6945 1.1645
O 2.9433 1.2263 -1.1094
C 4.7868 -0.3681 -0.1132
C 4.7612 -1.6896 0.2664
C 5.8834 -2.4759 0.0449
Cl 5.8667 -4.1366 0.5127
C 7.0146 -1.9342 -0.5430
C 7.0370 -0.6010 -0.9128
C 5.9164 0.2055 -0.7040
O 5.7854 1.4985 -1.0310
C 6.9039 2.2494 -1.4768
C 7.8470 2.6064 -0.3336
C 1.6524 0.1082 2.0682
C 0.4722 1.0456 1.8269
C -3.8999 1.7464 -0.2988
C -5.1278 1.3975 0.5451
H -9.2284 -1.3301 0.1208
H -8.6816 -2.9684 0.5127
H -9.8121 -2.7056 -0.8254
H -7.5076 -3.0843 -1.7080
H -8.0577 -1.4143 -2.0495
H -4.6872 -1.9228 0.4707
H -4.1175 -0.7870 1.7224
H -2.3246 -1.1991 0.0475
H -3.4085 -0.6740 -1.2545
H -0.9223 -0.5190 1.3641
H 0.5626 0.9373 -0.8854
H -0.4936 -0.4629 -1.1279
H 1.0169 -1.8484 0.2813
H 1.9324 -1.0781 -1.0385
H 3.8794 -2.0931 0.7355
H 7.8828 -2.5528 -0.7088
H 7.9311 -0.2035 -1.3653
H 6.4601 3.1568 -1.8926
H 7.4313 1.7193 -2.2793
H 7.2872 3.1125 0.4484
H 8.3027 1.7156 0.0921
H 8.6305 3.2662 -0.6960
H 1.3262 -0.7950 2.5976
H 2.4214 0.6093 2.6549
H -0.0049 1.2971 2.7750
H 0.8345 1.9697 1.3751
H -3.5671 2.7640 -0.0923
H -4.1449 1.6480 -1.3618
H -5.9872 1.9954 0.2414
H -4.9126 1.5733 1.6038
```

Orbital gap = 9.23 eV
E_HOMO = -8.73 eV
Strongest force on any atom = 1.11 eV/A
Net charge = 0
Energy relative to the best compared isomer or geometry (same formula, charge and spin) = 12.5 kJ/mol

---

# 5
Entry from the OMol25 dataset: a cluster of 4 separate species, C21H30F24N5O3 in total (wB97M-V/def2-TZVPD).

XYZ file:
```
83
Properties=species:S:1:pos:R:3
N 5.7855 -0.6988 0.3506
C 5.6592 0.2031 -0.7931
N 5.6650 -0.6533 -1.9674
N 6.7634 1.1581 -0.6946
C 4.3912 1.0838 -0.7002
C 3.0310 0.4039 -0.7675
C 1.9394 1.4260 -0.4422
N 0.6457 0.6844 -0.2437
C 0.2892 -0.2692 -1.3531
C 1.5000 -1.0536 -1.8640
N 2.6976 -0.2372 -2.0388
H 5.2149 -0.4067 1.1340
H 5.4568 -1.6221 0.0916
H 5.8917 -0.1357 -2.8069
H 6.3622 -1.3804 -1.8503
H 6.6486 1.8988 -1.3790
H 7.6345 0.6892 -0.9200
H 4.4288 1.8943 -1.4384
H 4.4662 1.5587 0.2836
H 2.9711 -0.3641 0.0175
H 1.7964 2.1093 -1.2823
H 2.1259 2.0129 0.4552
H 0.7066 0.1789 0.6449
H -0.1251 1.3509 -0.1381
H -0.4751 -0.9436 -0.9677
H -0.1848 0.3197 -2.1397
H 1.2318 -1.5048 -2.8190
H 1.7415 -1.8596 -1.1662
H 2.4721 0.4979 -2.7064
C -0.1493 1.7611 5.0261
C 0.1139 0.5520 4.1224
C 1.4697 0.4412 3.4138
F 1.6899 1.5164 2.6196
F 1.4144 -0.6328 2.5743
F -0.8624 0.4380 3.1868
F 0.0563 -0.5468 4.9191
O -0.8183 2.8598 4.4331
C -0.1583 3.8621 3.7769
C -0.5251 3.9482 2.2800
F -0.3325 2.7435 1.6672
F 0.2802 4.8398 1.6816
F 1.1736 3.7869 3.9431
F -0.5694 5.0318 4.3053
H -0.8474 1.3857 5.7730
H 0.7597 2.0654 5.5460
H 2.3029 0.3228 4.1059
H -1.5683 4.2465 2.1637
C -5.4804 3.5052 0.3824
C -4.6071 4.2845 -0.6071
C -4.4424 3.7302 -2.0302
F -3.9029 2.4896 -2.0068
F -3.6029 4.5360 -2.7106
F -3.3920 4.5263 -0.0646
F -5.2359 5.4821 -0.7795
O -4.8115 2.6248 1.2744
C -4.5106 1.3348 0.9683
C -2.9906 1.0983 0.9440
F -2.3689 1.9603 0.0980
F -2.7264 -0.1549 0.4940
F -5.0903 0.9136 -0.1643
F -4.9650 0.5558 1.9773
H -5.8967 4.2709 1.0345
H -6.3105 3.0170 -0.1279
H -5.4056 3.6968 -2.5438
H -2.5706 1.2188 1.9411
C 0.0482 -5.1740 -2.7265
C -0.0797 -6.4354 -1.8654
C -1.2475 -7.3888 -2.1555
F -2.4281 -6.7488 -2.0233
F -1.2058 -8.4002 -1.2679
F -0.0555 -6.1072 -0.5595
F 1.0425 -7.1679 -2.1382
O -0.4932 -3.9732 -2.1932
C -1.7964 -3.6109 -2.3556
C -2.5688 -3.5334 -1.0215
F -2.4809 -4.6885 -0.3447
F -3.8640 -3.2779 -1.2920
F -2.4350 -4.3594 -3.2577
F -1.7801 -2.3263 -2.8290
H 1.1195 -4.9840 -2.7672
H -0.2966 -5.3583 -3.7440
H -1.1653 -7.7944 -3.1670
H -2.1636 -2.7242 -0.4083
```

Orbital gap = 9.06 eV
E_HOMO = -11.15 eV
Strongest force on any atom = 0.62 eV/A
Net charge = +1

---

# 6
Entry from the OMol25 dataset: the molecule C21H30FN3O4S in a non-equilibrium geometry (wB97M-V/def2-TZVPD).

XYZ file:
```
60
Properties=species:S:1:pos:R:3
C -0.4891 -1.6291 1.2767
C -1.1091 -1.3771 -0.0955
C -0.1091 -1.6882 -1.2052
C -1.6183 0.0789 -0.2285
N -0.5844 1.0398 0.0797
C -0.0033 1.7941 -0.8735
O -0.1884 1.5922 -2.0592
C 0.9095 2.9292 -0.3955
C 2.1014 3.0317 -1.3556
C 3.0123 1.8215 -1.1703
N 3.4578 1.7450 0.2023
S 4.7578 0.7479 0.4833
O 5.7325 1.0043 -0.5322
O 5.1235 0.8974 1.8596
C 4.0899 -0.9045 0.2496
C 4.0460 -1.4442 -1.0224
C 3.4461 -2.6760 -1.2213
C 2.9027 -3.3298 -0.1276
F 2.3043 -4.5215 -0.3154
C 2.9498 -2.8033 1.1525
C 3.5506 -1.5696 1.3350
C 2.3855 1.6230 1.1618
C 1.4448 2.8183 1.0332
C -2.7597 0.3297 0.7586
O -2.5341 0.8393 1.8471
N -3.9879 -0.0522 0.3889
C -4.4107 -0.5260 -0.9172
C -5.8937 -0.8473 -0.7306
C -6.3275 0.1507 0.3409
C -5.1239 0.1667 1.2743
H -0.2730 -2.6881 1.3955
H -1.1646 -1.3209 2.0707
H 0.4427 -1.0778 1.3825
H -1.9747 -2.0392 -0.2080
H 0.2047 -2.7275 -1.1480
H 0.7706 -1.0553 -1.1112
H -0.5485 -1.5096 -2.1833
H -1.9355 0.2563 -1.2613
H -0.5852 1.3180 1.0524
H 0.3070 3.8419 -0.4836
H 1.7399 3.0512 -2.3836
H 2.6629 3.9434 -1.1525
H 3.9076 1.9065 -1.7864
H 2.4641 0.9100 -1.4580
H 4.4981 -0.9015 -1.8368
H 3.3925 -3.1279 -2.1988
H 2.5233 -3.3521 1.9768
H 3.6262 -1.1193 2.3119
H 2.8495 1.5948 2.1486
H 1.8271 0.6870 1.0007
H 0.6431 2.7436 1.7694
H 2.0114 3.7251 1.2525
H -3.8379 -1.4005 -1.2312
H -4.2763 0.2641 -1.6656
H -6.4539 -0.7469 -1.6573
H -6.0117 -1.8657 -0.3591
H -7.2413 -0.1465 0.8495
H -6.4755 1.1362 -0.1015
H -4.9915 1.1057 1.8143
H -5.1764 -0.6458 2.0074
```

Orbital gap = 10.04 eV
E_HOMO = -9.49 eV
Strongest force on any atom = 1.02 eV/A
Net charge = 0

---

# 7
Entry from the OMol25 dataset: a cluster of 2 separate species, C21H30FNO4 in total in a non-equilibrium geometry (wB97M-V/def2-TZVPD).

XYZ file:
```
57
Properties=species:S:1:pos:R:3
C 1.1745 -4.2314 0.4656
C 0.2096 -3.1290 -0.2109
C -0.7545 -3.7055 -1.3601
C -1.3173 -2.5654 -2.3676
C -2.9334 -2.3869 -2.2410
C -3.4198 -2.0893 -0.7379
C -3.8905 -0.5737 -0.4575
C -3.1111 0.5485 -1.2979
C -1.6592 0.8361 -0.6552
C -1.1029 2.2170 -1.3208
C 0.5104 2.2962 -1.0804
C 1.3082 1.2675 -1.9894
C 2.3828 0.4242 -1.6072
C 3.1261 0.2316 -0.2126
C 2.1718 0.2109 1.0636
O 1.0230 -0.2424 0.9773
F 2.5911 0.7578 2.3307
C 2.8900 -0.4001 -2.8712
O 3.6506 -1.3773 -2.9752
O 2.3156 0.2499 -4.0386
C 1.1514 0.9446 -3.5683
O 0.1466 1.2586 -4.2512
H 1.4326 -5.0025 -0.3477
H 0.6317 -4.7272 1.3467
H 2.1174 -3.6781 0.8334
H 0.8883 -2.3365 -0.6999
H -0.3624 -2.5770 0.6244
H -0.1987 -4.5496 -1.8906
H -1.6562 -4.1925 -0.8179
H -0.7535 -1.5753 -2.2903
H -1.0971 -2.9713 -3.4306
H -3.3560 -3.4302 -2.5156
H -3.3563 -1.6714 -3.0300
H -4.3525 -2.7544 -0.5625
H -2.6736 -2.3823 0.0765
H -3.6514 -0.3624 0.6573
H -5.0306 -0.4844 -0.5453
H -3.7215 1.5281 -1.1834
H -3.0448 0.3541 -2.4201
H -0.9079 -0.0126 -0.8139
H -1.8249 1.0111 0.4758
H -1.3784 2.2830 -2.4268
H -1.5371 3.1346 -0.7652
H 0.6619 2.1690 0.0422
H 0.8331 3.3770 -1.3294
H 3.9894 0.9817 -0.1176
H 3.6293 -0.8119 -0.2569
C 2.8817 3.2652 5.0691
C 2.3531 4.2260 5.9669
C 1.1191 4.5956 5.4910
N 0.8851 3.8968 4.3364
C 1.9525 3.0793 4.0748
H 3.8358 2.7642 5.1429
H 2.8233 4.6046 6.8626
H 0.3898 5.2944 5.8723
H 0.0569 3.9718 3.7688
H 1.9590 2.4412 3.2081
```

Orbital gap = 7.02 eV
E_HOMO = -8.28 eV
Strongest force on any atom = 5.54 eV/A
Net charge = 0

---

# 8
Entry from the OMol25 dataset: the molecule C21H30N2O2 (wB97M-V/def2-TZVPD).

XYZ file:
```
55
Properties=species:S:1:pos:R:3
C 3.5744 -1.8848 -3.8559
C 2.3292 -2.1484 -3.0178
C 1.5553 -0.8545 -2.7688
C 0.2229 -1.0357 -2.0372
C -0.3917 0.3527 -1.7033
N -1.6404 0.2207 -0.9877
C -2.6050 -0.4789 -1.8052
C -2.1191 -1.9170 -2.1288
C -3.1454 -2.6849 -2.9494
C -1.8355 -2.6059 -0.7705
N -0.8974 -1.8372 0.0168
C 0.3711 -1.7595 -0.6759
C -1.4426 -0.5059 0.2659
C -0.6165 0.2762 1.2567
C 0.1177 -0.3764 2.2411
C 0.8377 0.3435 3.1680
C 0.8436 1.7425 3.1534
O 1.6109 2.3008 4.1269
C 1.7244 3.6979 4.3662
C 2.4218 4.4549 3.2339
C 0.4063 4.3463 4.7917
C 0.0926 2.3925 2.1806
C -0.6293 1.6612 1.2518
C -0.8045 -1.7725 -2.8626
O -0.6220 -2.1686 -3.9922
H 4.2307 -1.1759 -3.3544
H 4.1261 -2.8075 -4.0193
H 3.3004 -1.4732 -4.8245
H 2.6288 -2.5934 -2.0668
H 1.6850 -2.8548 -3.5420
H 2.1803 -0.1661 -2.1925
H 1.3445 -0.3889 -3.7349
H -0.5712 0.9149 -2.6241
H 0.3115 0.9148 -1.0839
H -2.7589 0.0812 -2.7316
H -3.5571 -0.5246 -1.2681
H -3.3108 -2.1852 -3.9010
H -4.0905 -2.7525 -2.4146
H -2.7827 -3.6893 -3.1555
H -1.4243 -3.6056 -0.9354
H -2.7687 -2.7071 -0.2079
H 1.0833 -1.2117 -0.0542
H 0.7404 -2.7772 -0.8200
H -2.4393 -0.6484 0.7106
H 0.1160 -1.4550 2.2731
H 1.4129 -0.1562 3.9317
H 2.3973 3.7089 5.2351
H 1.7727 4.6067 2.3772
H 3.2982 3.8990 2.9088
H 2.7416 5.4274 3.5990
H -0.2862 4.4517 3.9623
H -0.0676 3.7398 5.5600
H 0.6088 5.3328 5.2007
H 0.0489 3.4668 2.1239
H -1.2151 2.1788 0.5071
```

Orbital gap = 9.03 eV
E_HOMO = -8.28 eV
Strongest force on any atom = 0.66 eV/A
Net charge = 0
Energy relative to the best compared isomer or geometry (same formula, charge and spin) = 167.5 kJ/mol